Record 1
105
Properties=species:S:1:pos:R:3 method="wB97M-V/def2-TZVPD" charge=+1 e_lumo_ev=-3.13 largest_force_ev_per_a=2.78 homo_lumo_gap_ev=6.8 homo_ev=-9.9
C -1.353 -4.717 1.221
C -0.351 -3.489 1.185
C -0.337 -2.881 2.651
C 0.039 -1.360 2.691
C -1.080 -0.411 2.090
C -1.725 0.532 3.161
C -2.724 1.602 2.600
C -2.099 2.575 1.521
C -2.261 1.902 0.111
C -1.038 2.062 -0.837
N -0.512 3.456 -0.609
C 0.046 3.375 0.725
N 1.346 3.579 0.796
C 2.102 3.521 2.071
C 2.128 2.100 2.763
C 1.722 2.276 4.295
O 3.512 1.687 2.789
N -0.727 3.049 1.859
C -0.904 4.243 2.761
C -0.959 5.620 2.004
C -1.582 6.673 3.022
Cl -0.582 8.193 3.140
H -1.235 -5.406 0.351
H -1.166 -5.258 2.185
H -2.406 -4.335 1.277
H -0.608 -2.741 0.399
H 0.688 -3.850 0.976
H 0.480 -3.426 3.196
H -1.288 -3.122 3.194
H 0.242 -1.020 3.735
H 0.973 -1.229 2.079
H -0.595 0.142 1.237
H -1.895 -1.022 1.612
H -0.949 0.993 3.823
H -2.328 -0.132 3.841
H -3.664 1.188 2.170
H -3.026 2.244 3.472
H -2.760 3.486 1.514
H -3.129 2.407 -0.392
H -2.587 0.835 0.216
H -0.236 1.296 -0.646
H -1.374 1.904 -1.887
H 0.243 3.544 -1.297
H 1.858 3.781 -0.061
H 3.156 3.807 1.817
H 1.725 4.345 2.725
H 1.493 1.337 2.254
H 2.331 1.608 4.953
H 0.629 2.072 4.374
H 1.887 3.328 4.649
H 3.991 2.354 3.299
H -1.839 4.165 3.373
H -0.071 4.190 3.513
H -1.564 5.611 1.071
H 0.098 5.954 1.852
H -2.659 6.876 2.825
H -1.541 6.217 4.047
C -0.600 6.220 -4.453
O 0.142 7.049 -3.576
C 0.686 6.370 -2.454
C 2.200 6.229 -2.572
N 2.566 5.274 -3.615
C 3.984 5.305 -3.992
C 4.562 6.616 -4.540
O 4.075 6.981 -5.821
C 2.815 7.632 -5.818
H -1.150 6.863 -5.139
H 0.060 5.581 -5.047
H -1.319 5.603 -3.906
H 0.202 5.404 -2.290
H 0.474 6.998 -1.583
H 2.607 5.879 -1.615
H 2.609 7.223 -2.774
H 2.023 5.473 -4.445
H 4.122 4.534 -4.754
H 4.576 4.996 -3.124
H 5.636 6.456 -4.673
H 4.468 7.451 -3.838
H 2.679 8.267 -4.939
H 2.010 6.898 -5.895
H 2.762 8.262 -6.706
C 0.810 -11.953 -0.944
O -0.155 -11.498 -1.874
C -1.483 -11.934 -1.595
C -2.348 -10.779 -1.102
N -1.957 -10.353 0.240
C -2.531 -9.071 0.657
C -2.216 -7.827 -0.181
O -0.862 -7.395 -0.108
C 0.031 -8.100 -0.960
H 1.799 -11.761 -1.362
H 0.734 -11.411 0.003
H 0.715 -13.028 -0.764
H -1.496 -12.776 -0.900
H -1.899 -12.283 -2.545
H -3.395 -11.097 -1.080
H -2.252 -9.964 -1.826
H -0.950 -10.264 0.275
H -2.181 -8.887 1.676
H -3.619 -9.189 0.716
H -2.804 -7.005 0.239
H -2.534 -7.921 -1.224
H -0.439 -8.397 -1.899
H 0.443 -8.967 -0.440
H 0.867 -7.436 -1.190

---

Record 2
119
Properties=species:S:1:pos:R:3 method="wB97M-V/def2-TZVPD" charge=-1 e_lumo_ev=1.61 largest_force_ev_per_a=9.61 homo_lumo_gap_ev=5.8 homo_ev=-4.2
C 1.967 -3.807 -0.314
O 1.547 -2.443 0.042
C 0.141 -2.179 -0.349
C -0.242 -0.630 0.158
C -1.652 -0.793 0.988
P -2.268 0.862 1.811
I -3.607 -0.215 3.622
C -3.620 1.069 0.526
C -5.080 0.418 0.729
C -5.183 -1.227 0.505
N -5.682 -2.217 1.534
O -4.842 -1.734 -0.708
P -0.623 0.434 3.251
N -0.853 1.132 4.695
O -2.817 2.356 2.605
C -2.158 3.620 2.135
C -1.742 4.272 3.607
O -2.362 3.793 4.722
N -0.783 5.415 3.827
C -1.369 6.523 4.677
O -1.482 7.755 4.129
F -1.804 6.394 6.091
C -3.319 4.742 1.694
C -2.703 6.204 1.201
C -3.939 7.265 0.815
C -5.445 6.666 0.967
N -5.939 5.339 1.428
C -4.892 4.352 1.818
C -0.996 3.219 1.061
P 0.816 3.881 1.347
N 1.431 3.497 2.786
S -1.169 3.654 -0.762
C -0.210 5.190 -1.288
O -2.603 3.828 -1.284
O -0.539 2.471 -1.597
O -0.973 1.721 0.968
H 2.566 -4.229 0.612
H 2.725 -3.718 -1.201
H 1.026 -4.469 -0.536
H 0.123 -2.215 -1.542
H -0.601 -2.979 0.114
H -0.358 -0.024 -0.865
H 0.678 -0.288 0.792
H -2.431 -1.199 0.179
H -1.587 -1.682 1.783
H -3.207 0.705 -0.534
H -3.799 2.240 0.374
H -5.693 0.788 1.684
H -5.742 0.843 -0.176
H -6.457 -1.719 2.053
H -6.138 -3.052 1.057
H -0.457 -0.981 3.501
H 0.611 0.905 2.658
H -0.854 0.343 5.404
H 0.007 5.010 4.415
H -1.567 6.476 1.157
H -3.699 8.376 0.459
H -6.307 7.436 0.659
H -5.255 3.279 2.191
H 0.806 5.350 1.297
H 1.612 3.325 0.263
H 0.703 2.979 3.321
H 0.871 4.878 -1.613
H -0.231 6.066 -0.513
H -0.775 5.602 -2.256
C -0.902 1.845 -5.065
C 0.607 1.921 -5.175
O 1.002 1.788 -6.532
H -1.269 0.893 -5.462
H -1.222 1.942 -4.024
H -1.373 2.638 -5.655
H 1.074 1.114 -4.603
H 0.981 2.876 -4.793
H 0.589 2.514 -7.030
C -3.313 -5.112 5.222
C -3.222 -3.605 5.100
O -1.907 -3.227 4.719
H -2.596 -5.481 5.963
H -4.319 -5.419 5.520
H -3.064 -5.593 4.271
H -3.449 -3.128 6.058
H -3.926 -3.228 4.352
H -1.718 -3.648 3.862
C 5.724 3.599 -0.109
C 4.617 2.708 0.415
O 3.726 2.371 -0.639
H 5.309 4.514 -0.545
H 6.417 3.872 0.691
H 6.284 3.094 -0.903
H 4.046 3.225 1.192
H 5.023 1.786 0.840
H 4.241 1.905 -1.320
C 4.692 -7.795 2.037
C 4.138 -6.426 1.698
O 2.752 -6.523 1.408
H 4.540 -8.488 1.203
H 5.762 -7.739 2.259
H 4.174 -8.219 2.903
H 4.644 -6.016 0.819
H 4.275 -5.730 2.531
H 2.311 -6.880 2.198
C 7.634 -8.850 -0.935
C 7.125 -9.971 -0.053
O 5.733 -10.158 -0.262
H 7.102 -7.918 -0.719
H 8.705 -8.689 -0.783
H 7.459 -9.078 -1.992
H 7.282 -9.729 1.002
H 7.643 -10.909 -0.272
H 5.605 -10.381 -1.200
C 0.431 1.824 -10.770
C -0.689 1.668 -9.762
O -0.407 0.584 -8.888
H 0.555 0.905 -11.353
H 0.228 2.652 -11.454
H 1.384 2.010 -10.264
H -1.635 1.460 -10.270
H -0.810 2.577 -9.166
H 0.430 0.782 -8.435